{"formula": "C43H126N8O19", "method": "ωB97M-V/def2-TZVPD", "total_charge": 0, "de_lowest_kj_mol": 698.1, "lumo_ev": 0.1051, "elements": ["C", "O", "H", "H", "H", "H", "C", "O", "H", "H", "H", "H", "C", "O", "H", "H", "H", "H", "C", "O", "H", "H", "H", "H", "C", "O", "H", "H", "H", "H", "C", "C", "C", "O", "C", "N", "H", "H", "H", "H", "H", "H", "H", "H", "H", "H", "H", "C", "C", "C", "O", "C", "N", "H", "H", "H", "H", "H", "H", "H", "H", "H", "H", "H", "C", "C", "C", "O", "C", "N", "H", "H", "H", "H", "H", "H", "H", "H", "H", "H", "H", "C", "C", "C", "O", "C", "N", "H", "H", "H", "H", "H", "H", "H", "H", "H", "H", "H", "C", "C", "C", "O", "C", "N", "H", "H", "H", "H", "H", "H", "H", "H", "H", "H", "H", "C", "C", "C", "O", "C", "N", "H", "H", "H", "H", "H", "H", "H", "H", "H", "H", "H", "C", "C", "C", "O", "C", "N", "H", "H", "H", "H", "H", "H", "H", "H", "H", "H", "H", "C", "C", "C", "O", "C", "N", "H", "H", "H", "H", "H", "H", "H", "H", "H", "H", "H", "C", "C", "O", "O", "H", "H", "H", "H", "H", "H", "C", "C", "O", "O", "H", "H", "H", "H", "H", "H", "C", "C", "O", "O", "H", "H", "H", "H", "H", "H"], "xyz": [[1.690, 8.601, 5.442], [0.811, 7.543, 4.946], [2.340, 8.242, 6.240], [2.374, 8.857, 4.633], [1.157, 9.479, 5.805], [1.356, 6.917, 4.464], [-8.274, 2.804, 3.629], [-8.363, 1.708, 4.513], [-8.258, 3.825, 4.010], [-7.346, 2.717, 3.063], [-9.047, 2.715, 2.865], [-7.658, 1.076, 4.354], [5.586, 4.799, 2.586], [4.662, 4.450, 3.593], [5.241, 4.256, 1.707], [5.647, 5.877, 2.436], [6.594, 4.543, 2.915], [5.217, 4.379, 4.373], [-1.113, 0.833, -7.132], [-1.615, 0.971, -8.458], [-0.057, 0.565, -7.168], [-1.251, 1.671, -6.449], [-1.612, -0.006, -6.648], [-2.460, 1.425, -8.421], [-6.644, -2.180, -2.654], [-6.464, -1.090, -3.567], [-5.636, -2.543, -2.457], [-6.990, -1.995, -1.637], [-7.147, -3.063, -3.047], [-5.883, -0.419, -3.201], [-2.428, -2.245, 6.560], [-3.499, -1.160, 6.445], [-3.095, 0.313, 6.803], [-2.348, 0.358, 7.995], [-1.688, 1.569, 8.238], [-4.084, -1.194, 5.173], [-1.889, -2.395, 5.624], [-2.877, -3.225, 6.722], [-1.707, -2.036, 7.350], [-4.237, -1.398, 7.210], [-4.026, 0.879, 6.845], [-2.514, 0.720, 5.976], [-1.080, 1.593, 9.143], [-2.362, 2.421, 8.154], [-0.914, 1.684, 7.479], [-3.303, -1.170, 4.534], [-4.407, -2.150, 5.161], [1.048, -8.377, 4.665], [0.670, -9.592, 5.522], [-0.520, -9.332, 6.559], [-0.037, -8.508, 7.662], [-0.920, -8.317, 8.714], [0.317, -10.660, 4.605], [0.134, -7.950, 4.252], [1.684, -8.689, 3.837], [1.596, -7.658, 5.274], [1.500, -9.958, 6.127], [-0.887, -10.297, 6.910], [-1.316, -8.827, 6.011], [-0.479, -7.577, 9.381], [-1.069, -9.271, 9.220], [-1.904, -7.925, 8.458], [0.985, -10.663, 3.847], [-0.568, -10.483, 4.150], [4.620, -1.242, 4.470], [5.967, -1.756, 4.008], [6.817, -0.720, 3.266], [7.994, -1.301, 2.632], [8.892, -0.349, 1.965], [6.639, -2.256, 5.213], [4.807, -0.504, 5.250], [4.051, -1.989, 5.023], [4.012, -0.885, 3.638], [5.799, -2.585, 3.320], [7.064, 0.074, 3.971], [6.226, -0.242, 2.484], [9.790, -0.811, 1.555], [9.208, 0.525, 2.534], [8.372, 0.148, 1.146], [6.164, -3.085, 5.538], [7.555, -2.566, 4.920], [6.817, -6.256, -1.804], [7.558, -6.760, -3.034], [9.104, -6.925, -2.791], [9.728, -6.940, -4.056], [11.147, -6.940, -3.989], [6.934, -8.017, -3.375], [7.341, -5.389, -1.403], [6.656, -6.973, -0.999], [5.828, -6.011, -2.190], [7.495, -6.077, -3.881], [9.392, -7.823, -2.245], [9.522, -6.160, -2.138], [11.475, -6.403, -3.099], [11.544, -6.540, -4.922], [11.412, -7.995, -3.921], [6.026, -7.906, -3.803], [7.536, -8.330, -4.123], [-5.666, -9.282, -1.288], [-6.374, -10.075, -0.203], [-5.366, -10.360, 0.961], [-4.242, -11.131, 0.609], [-4.549, -12.459, 0.276], [-7.433, -9.257, 0.255], [-6.270, -9.034, -2.161], [-4.753, -9.829, -1.520], [-5.430, -8.263, -0.983], [-6.817, -10.992, -0.592], [-5.882, -10.792, 1.819], [-4.947, -9.445, 1.380], [-3.707, -13.141, 0.161], [-5.144, -12.504, -0.636], [-5.187, -12.877, 1.055], [-8.084, -9.708, 0.882], [-7.924, -8.945, -0.570], [4.313, -3.264, -7.437], [5.107, -2.031, -7.771], [5.881, -1.492, -6.571], [4.961, -1.025, -5.526], [5.609, -0.480, -4.369], [6.000, -2.424, -8.853], [3.638, -3.578, -8.233], [3.762, -3.019, -6.529], [4.902, -4.172, -7.310], [4.321, -1.341, -8.078], [6.557, -0.687, -6.859], [6.479, -2.311, -6.173], [6.130, 0.455, -4.575], [6.339, -1.188, -3.977], [4.893, -0.371, -3.555], [6.702, -1.704, -8.946], [6.537, -3.237, -8.587], [1.271, 8.075, -4.208], [1.788, 9.375, -4.697], [3.147, 9.794, -4.065], [3.378, 11.105, -4.510], [4.734, 11.473, -4.321], [1.847, 9.439, -6.152], [0.319, 7.827, -4.676], [1.129, 8.141, -3.129], [1.969, 7.268, -4.433], [1.074, 10.092, -4.292], [3.964, 9.099, -4.259], [3.057, 9.907, -2.985], [5.461, 10.726, -4.638], [4.961, 11.722, -3.284], [4.826, 12.397, -4.891], [2.104, 10.399, -6.332], [2.620, 8.899, -6.512], [-1.226, 2.300, 0.628], [-1.487, 1.516, -0.721], [-1.000, 0.004, -0.671], [-1.700, -0.857, 0.228], [-1.560, -2.243, 0.108], [-2.912, 1.427, -1.047], [-1.404, 3.375, 0.617], [-0.153, 2.225, 0.806], [-1.812, 1.803, 1.401], [-1.050, 2.033, -1.575], [0.057, -0.052, -0.412], [-1.020, -0.404, -1.682], [-0.527, -2.574, 0.219], [-1.883, -2.503, -0.900], [-2.231, -2.835, 0.729], [-3.323, 0.991, -0.234], [-3.315, 2.352, -0.991], [-5.081, 10.271, 4.664], [-6.605, 10.506, 4.566], [-6.843, 11.168, 3.339], [-4.736, 9.058, 4.071], [-4.834, 10.395, 5.718], [-4.613, 11.028, 4.035], [-6.891, 11.045, 5.469], [-7.184, 9.585, 4.639], [-7.751, 11.476, 3.396], [-3.826, 8.881, 4.321], [-5.597, 8.845, -1.780], [-6.438, 7.884, -0.990], [-5.794, 6.893, -0.287], [-4.927, 9.778, -0.909], [-6.302, 9.435, -2.366], [-4.846, 8.347, -2.393], [-7.199, 7.502, -1.670], [-7.139, 8.393, -0.329], [-5.306, 7.326, 0.417], [-5.405, 9.824, -0.078], [-5.670, 6.990, -8.024], [-5.273, 5.605, -7.558], [-5.668, 4.634, -8.527], [-6.992, 7.140, -7.716], [-5.468, 7.034, -9.094], [-5.132, 7.810, -7.550], [-5.765, 5.413, -6.605], [-4.192, 5.528, -7.437], [-6.602, 4.793, -8.682], [-7.506, 6.638, -8.353]], "forces_ev_per_a": [[0.39, -1.19, -0.73], [0.17, 1.15, 0.77], [-0.20, -0.16, 0.29], [-0.10, 0.51, -0.06], [-0.35, -0.34, -0.31], [0.09, 0.01, 0.03], [0.82, -0.61, -1.65], [-0.40, 0.34, 0.87], [-0.31, -0.34, 0.87], [0.21, 0.14, -0.11], [-0.33, 0.20, 0.12], [0.05, 0.25, -0.09], [0.09, 0.05, -0.08], [0.15, 0.11, 0.75], [0.58, 0.30, -0.28], [-0.43, 0.15, -0.33], [0.14, -0.50, -0.46], [-0.55, -0.09, 0.40], [-0.23, -0.91, 0.23], [0.35, 0.42, 0.29], [-0.01, 0.25, -0.24], [0.02, 0.45, -0.41], [-0.08, -0.20, 0.12], [-0.06, -0.01, 0.01], [2.21, -0.30, 0.41], [-1.33, -0.50, 0.01], [0.27, -0.41, 0.09], [-0.72, 0.75, -0.23], [-0.44, 0.68, -0.58], [0.05, -0.21, 0.31], [0.58, 0.14, 0.27], [1.23, 0.91, 2.88], [0.40, -1.07, -0.56], [-0.34, -0.65, 0.73], [0.65, 0.29, -1.12], [-1.05, -0.12, -1.13], [0.25, 0.43, -0.15], [-0.21, 0.03, 0.33], [-0.04, -0.13, 0.06], [-0.33, -0.08, -0.05], [-0.09, 0.21, 0.23], [0.30, 0.17, -0.24], [-0.77, -0.43, 0.44], [-0.06, 0.14, 0.32], [0.06, 0.30, -0.51], [-0.05, 0.07, -0.61], [-0.54, -0.19, -0.92], [0.10, 0.06, 1.13], [-0.82, 0.43, 0.51], [1.65, 0.47, -0.36], [0.27, -0.49, -2.16], [-0.31, -0.19, 0.52], [-0.53, -0.91, 0.18], [0.05, 0.23, -0.02], [0.08, 0.02, 0.06], [-0.15, 0.35, -0.18], [0.21, 0.22, -0.02], [0.03, -0.09, 0.18], [-0.29, 0.21, 0.11], [0.14, -0.22, 0.10], [-0.13, -0.04, 0.42], [-0.17, 0.03, -0.51], [0.16, -0.18, 0.00], [-0.30, 0.11, 0.03], [0.09, 0.42, 0.15], [0.08, -0.83, -0.08], [0.36, 0.14, -0.39], [0.63, 0.90, 0.34], [-1.39, 0.17, 0.10], [0.63, 0.30, -0.37], [-0.15, 0.56, -0.32], [0.09, -0.43, -0.35], [-0.05, 0.25, 0.19], [-0.03, -0.11, -0.40], [0.47, 0.07, 0.18], [-0.29, -0.06, -0.16], [-0.35, -0.55, 0.32], [0.01, -0.33, 0.95], [-0.30, -0.34, -0.42], [-0.15, -0.07, 0.10], [0.35, -0.10, 0.16], [0.12, 0.74, -0.49], [0.97, -0.17, 1.51], [-0.78, -0.42, -0.16], [-0.15, 0.80, -0.31], [-0.86, -0.90, -0.02], [1.01, -0.96, -0.72], [-0.40, 0.26, 0.09], [0.41, -0.31, -0.28], [-0.16, 0.46, 0.41], [-0.03, 0.57, 0.19], [-0.52, -0.64, 0.03], [-0.22, 0.79, -0.22], [0.31, 0.17, -0.14], [-0.02, 0.17, 0.20], [0.68, -0.03, 0.18], [-0.20, 0.31, 0.08], [-0.15, -0.85, -0.37], [0.41, -0.06, -0.18], [1.24, 0.04, 0.24], [-0.32, 0.19, -0.18], [0.67, -0.12, -0.23], [-1.13, -0.37, 0.04], [-1.08, 1.27, 0.79], [-0.17, -0.86, -0.31], [0.02, 0.31, -0.53], [0.37, -0.16, 0.77], [0.61, -0.51, -0.22], [-0.34, -0.52, 0.05], [-0.16, 0.36, -0.48], [0.42, 0.67, 0.10], [0.06, -0.05, -0.28], [-0.11, -0.24, 0.25], [-0.06, -0.15, -0.04], [-0.42, 0.20, 0.23], [-0.60, -0.51, 0.64], [-0.26, -1.00, 0.01], [-1.04, 0.29, 1.19], [0.75, -0.02, -0.51], [0.09, -0.89, -0.43], [0.35, 1.02, -0.19], [-0.22, 0.56, -0.07], [-0.25, -0.51, 0.02], [0.49, 0.15, 0.50], [0.52, 0.61, -0.36], [0.02, 0.24, -0.11], [0.22, -0.14, 0.20], [-0.13, 0.18, -0.10], [0.31, -0.16, -0.08], [-0.29, 0.26, -0.39], [0.18, 0.28, -0.48], [-0.15, -0.35, 0.17], [0.09, -0.97, 0.29], [0.90, 0.37, 0.42], [-1.64, 0.23, 0.65], [1.26, -0.26, -0.58], [-0.48, 1.07, -0.14], [-0.42, 0.61, 0.26], [0.02, 0.10, 0.00], [-0.01, -0.25, 0.07], [0.04, -0.22, 0.08], [-0.04, 0.53, -0.59], [0.15, -0.07, -0.45], [-0.13, -0.65, 0.44], [-0.15, -0.16, -0.32], [-0.14, -0.11, 0.33], [0.43, -0.09, -0.06], [-0.01, 0.22, -0.48], [0.14, -0.36, 0.08], [0.66, -1.03, -1.29], [-0.79, -0.74, 1.11], [0.91, 0.06, -0.19], [-0.92, 1.59, 1.03], [0.15, -0.07, -1.70], [-0.26, 0.14, 0.42], [-0.53, -0.11, -0.37], [0.05, -0.22, 0.51], [0.22, 0.16, 0.20], [0.62, -0.28, 0.12], [0.32, 0.31, 0.25], [-0.51, -0.01, -0.26], [0.15, -0.04, 0.24], [0.19, -0.31, -0.42], [0.09, 0.68, 0.60], [-0.36, -0.57, 0.07], [-0.02, 0.41, -0.34], [-1.50, 0.84, -0.55], [1.21, -0.48, 0.27], [-0.54, 0.21, 0.35], [0.23, -1.15, 0.32], [0.53, -0.38, 0.04], [-0.01, 0.67, 0.51], [-0.16, 0.76, -0.21], [0.27, -0.42, -0.23], [-0.13, 0.16, -0.40], [0.12, -0.25, -0.17], [-0.25, 0.97, 1.17], [-1.64, 0.56, -0.81], [0.70, -0.95, 0.27], [0.53, -0.40, -0.30], [0.09, -0.12, -0.55], [-0.10, 0.05, -0.01], [0.41, -0.96, -0.35], [0.23, 0.87, 0.44], [0.18, -0.13, 0.16], [-0.15, 0.11, 0.04], [1.68, -0.54, 0.00], [0.87, 0.07, -0.13], [0.10, 0.13, 0.20], [-2.43, 0.73, -0.06], [0.02, 0.19, -0.23], [0.17, -0.19, 0.20], [0.09, -0.02, 0.16], [0.01, -0.21, -0.06], [-0.16, -0.36, -0.10], [-0.31, 0.19, 0.03]]}